Below is a 3-piece molecular cluster, C4H10O4 overall at a distorted geometry, with properties calculated with the ωB97M-V functional and the def2-TZVPD basis.

```
! RIJCOSX wB97M-V def2-TZVPD def2/J DEFGRID3
* xyz 0 1
O -0.34709 1.22229 -2.71095
C -0.34721 0.16717 -2.13595
C -0.84740 -0.11202 -0.73522
C -0.09067 -1.27851 -0.09526
C 1.41692 -1.07527 -0.22604
O 2.05482 -0.54169 0.65417
H 0.19874 -0.68446 -2.56907
H -0.68632 0.81755 -0.18291
H -1.93404 -0.25840 -0.73150
H -0.52669 -2.23013 -0.39988
H -0.17258 -1.12481 0.98299
H 1.96093 -1.49835 -1.07417
O 0.64062 1.93956 1.63038
H 0.97465 1.02551 1.62991
H -0.06310 2.03706 2.29032
O -1.85885 -0.48535 2.28661
H -2.43301 -0.11696 2.98407
H -2.49031 -0.75741 1.59083
*
```

DFT total energy (hartree): -459.32768
HOMO energy (eV): -9.92
HOMO-LUMO gap (eV): 10.109
Relative energy (zero: lowest compared OMol25 entry of this formula, charge and spin) (eV): 1.6629
Structure (SMILES): O=CCCC=O.O.O